[1]
A molecular structure, C6H4O. Source: OMol25; level of theory: wB97M-V/def2-TZVPD.

Summary:
- HOMO level: -8.70 eV
- Strongest force on any atom: 0.63 eV Å⁻¹
- LUMO: -0.67 eV
- Energy relative to the best compared isomer or geometry (same formula, charge and spin): 483.4 kJ/mol
- Charge: 0

Last column: natural (NBO) charge in e.
Element x y z (Å)
C: -2.285 -0.887 1.627  -0.17
C: -1.348 -0.415 1.037  -0.06
C: -0.233 0.102 0.298  0.28
C: 0.356 -0.552 -0.729  -0.31
C: 1.464 0.194 -1.301  -0.41
C: 1.715 1.361 -0.753  0.09
O: 0.206 1.298 0.685  -0.58
H: -3.116 -1.294 2.158  0.24
H: 0.045 -1.520 -1.089  0.24
H: 2.056 -0.177 -2.132  0.28
H: 1.141 1.890 0.199  0.40

***

[2]
C5H5ClFN in the gas phase. Source: OMol25; level of theory: wB97M-V/def2-TZVPD.

Summary:
- HOMO level (spin up / spin down): -9.13 / -8.21 eV
- Strongest force on any atom: 5.23 eV Å⁻¹
- LUMO (spin up / spin down): -1.41 / -0.77 eV
- Energy relative to the best compared isomer or geometry (same formula, charge and spin): 461.7 kJ/mol
- Charge: 0

Last column: natural (NBO) charge in e.
Element x y z (Å)
C: 0.172 0.238 -0.899  -0.28
C: 0.301 0.581 -2.193  0.51
C: -0.881 -0.905 1.042  0.01
C: -0.611 -0.687 -0.287  0.06
C: 0.967 1.026 0.027  -0.60
N: -0.288 -0.155 1.870  -0.61
F: 0.448 -0.089 -3.304  -0.28
Cl: -1.664 -1.654 -1.436  -0.07
H: -1.642 -1.614 1.282  0.19
H: 1.558 0.365 0.727  0.25
H: 0.370 1.689 0.764  0.25
H: 1.638 1.583 -0.531  0.21
H: -0.366 -0.379 2.937  0.36

***

[3]
C16H14N2O2S in the gas phase. Source: OMol25; level of theory: wB97M-V/def2-TZVPD.

Summary:
- Structure (SMILES): CC(=O)Nc1nc(COc2ccc3ccccc3c2)cs1
- HOMO level: -7.96 eV
- Strongest force on any atom: 1.24 eV Å⁻¹
- LUMO: 0.48 eV
- Energy relative to the best compared isomer or geometry (same formula, charge and spin): 29.2 kJ/mol
- Charge: 0

Last column: natural (NBO) charge in e.
Element x y z (Å)
C: -0.782 -2.091 1.205  -0.72
C: -1.834 -2.843 0.457  0.70
O: -1.886 -4.042 0.339  -0.58
N: -2.823 -2.081 -0.154  -0.63
C: -2.993 -0.733 -0.177  0.28
N: -2.291 0.144 0.445  -0.51
C: -2.709 1.413 0.196  0.12
C: -1.978 2.558 0.843  -0.09
O: -0.725 2.190 1.357  -0.50
C: 0.177 1.588 0.527  0.39
C: 0.079 1.584 -0.879  -0.30
C: 1.031 0.957 -1.633  -0.17
C: 2.132 0.310 -1.038  -0.08
C: 3.123 -0.347 -1.796  -0.17
C: 4.178 -0.960 -1.181  -0.23
C: 4.288 -0.944 0.219  -0.21
C: 3.345 -0.316 0.981  -0.18
C: 2.242 0.329 0.378  -0.05
C: 1.249 0.974 1.134  -0.27
C: -3.772 1.516 -0.644  -0.46
S: -4.297 -0.047 -1.158  0.35
H: -0.250 -1.424 0.530  0.25
H: -1.238 -1.474 1.974  0.25
H: -0.089 -2.799 1.649  0.24
H: -3.503 -2.628 -0.672  0.42
H: -1.897 3.395 0.133  0.18
H: -2.541 2.908 1.716  0.21
H: -0.748 2.074 -1.370  0.22
H: 0.947 0.954 -2.711  0.21
H: 3.032 -0.356 -2.873  0.21
H: 4.935 -1.461 -1.766  0.21
H: 5.129 -1.434 0.688  0.21
H: 3.425 -0.302 2.058  0.21
H: 1.317 0.989 2.210  0.22
H: -4.275 2.396 -0.985  0.24

***

[4]
A molecular structure, C33H36Br42F9NO3S2. Source: OMol25; level of theory: wB97M-V/def2-TZVPD.

Summary:
- HOMO level: -8.69 eV
- Strongest force on any atom: 5.82 eV Å⁻¹
- LUMO: -1.53 eV
- Charge: 0

Last column: Mulliken charge in e.
Element x y z (Å)
C: 2.373 2.324 -0.367  -0.22
C: 2.458 1.113 -1.414  0.59
C: 3.923 0.422 -1.188  -1.09
C: 1.286 0.025 -1.279  -0.95
C: -0.140 0.756 -1.472  0.75
C: -0.826 0.889 -0.030  -0.59
C: -1.071 0.127 -2.608  -0.87
O: -1.509 -1.238 -2.365  -0.50
C: -2.727 -1.314 -1.645  -0.02
C: -4.035 -0.555 -1.969  -0.41
C: -5.352 -0.621 -1.137  0.90
C: -6.680 0.201 -1.451  -0.26
C: -6.597 1.204 -2.688  -1.38
C: -5.904 2.636 -2.349  0.68
F: -4.499 2.480 -2.265  -0.13
F: -6.105 3.382 -3.588  -0.28
C: -6.625 3.483 -1.219  0.72
F: -6.825 4.813 -1.731  -0.30
F: -7.960 2.984 -1.033  -0.26
S: -5.818 3.651 0.446  1.17
F: -7.220 3.036 1.180  -0.35
F: -6.517 5.189 0.593  -0.33
F: -4.446 4.375 -0.141  -0.30
F: -5.178 2.124 0.469  -0.13
F: -5.205 3.873 1.980  -0.30
C: -5.307 -1.592 0.099  -0.11
C: -4.034 -2.393 0.482  0.26
C: -2.756 -2.253 -0.371  0.10
S: -1.187 -3.150 0.081  0.17
C: -4.328 -3.227 1.802  -0.13
O: -3.547 -4.006 2.383  -0.57
N: -5.688 -2.789 2.137  -0.20
C: -6.439 -1.948 1.154  0.13
O: -7.677 -1.670 1.204  -0.67
H: 3.417 2.515 0.069  -0.24
H: 2.052 3.301 -0.898  0.14
H: 1.657 2.162 0.506  0.08
H: 2.357 1.565 -2.472  0.27
H: 4.004 0.273 -0.047  0.27
H: 4.055 -0.540 -1.786  0.35
H: 4.692 1.245 -1.460  0.18
H: 1.360 -0.798 -2.069  0.32
H: 1.275 -0.469 -0.237  0.17
H: 0.099 1.838 -1.814  0.34
H: -1.969 1.014 -0.184  -0.03
H: -0.451 1.758 0.605  0.42
H: -0.718 -0.124 0.514  -0.29
H: -0.424 0.088 -3.568  0.38
H: -1.906 0.873 -2.828  0.12
H: -4.033 0.118 -2.903  0.18
H: -7.053 0.711 -0.482  0.27
H: -7.506 -0.570 -1.702  0.57
H: -7.646 1.425 -3.076  0.35
H: -6.005 0.736 -3.563  0.53
H: -1.595 -4.459 0.297  0.24
H: -6.283 -3.552 2.517  0.24
C: 2.146 -4.580 2.020  -0.34
Br: 1.634 -4.634 0.149  -0.07
Br: 0.787 -3.738 3.117  0.08
Br: 2.623 -6.338 2.688  -0.05
H: 3.039 -3.961 2.089  0.39
C: -9.538 -5.156 0.783  -0.38
Br: -9.403 -5.788 -1.045  -0.04
Br: -9.997 -6.588 2.010  -0.05
Br: -7.932 -4.217 1.333  0.03
H: -10.355 -4.438 0.813  0.40
C: -1.553 -0.068 4.381  -0.47
Br: -2.038 -0.724 2.622  0.30
Br: -2.272 -1.190 5.791  -0.05
Br: 0.364 0.173 4.556  -0.04
H: -2.009 0.915 4.492  0.41
C: 3.415 4.752 2.941  -0.47
Br: 4.636 3.420 2.239  0.05
Br: 3.384 6.348 1.840  0.01
Br: 1.635 4.029 3.212  0.01
H: 3.791 5.047 3.919  0.40
C: 8.118 0.435 -1.356  0.05
Br: 7.567 0.380 -3.216  -0.08
Br: 6.791 1.298 -0.237  0.15
Br: 8.587 -1.325 -0.692  -0.06
H: 9.020 1.045 -1.308  -0.05
C: 0.981 7.933 -1.288  -0.29
Br: 2.206 6.601 -1.985  0.01
Br: 0.944 9.526 -2.394  -0.03
Br: -0.795 7.204 -1.014  0.01
H: 1.357 8.232 -0.311  0.28
C: 11.491 1.604 1.270  0.28
Br: 11.277 2.635 -0.359  -0.03
Br: 9.927 1.725 2.410  0.01
Br: 11.976 -0.237 0.901  0.06
H: 12.321 2.047 1.819  -0.30
C: 8.749 5.385 -2.475  -0.42
Br: 7.972 3.696 -3.030  0.07
Br: 7.630 6.890 -2.972  -0.04
Br: 9.176 5.398 -0.583  0.02
H: 9.689 5.496 -3.014  0.38
C: 3.522 -6.127 6.555  -0.11
Br: 4.354 -4.496 5.916  0.00
Br: 4.839 -7.466 7.040  -0.03
Br: 2.278 -5.781 8.002  -0.01
H: 2.944 -6.534 5.727  0.12
C: 13.617 5.254 2.958  -0.36
Br: 13.393 6.408 4.501  -0.02
Br: 14.069 3.439 3.475  -0.06
Br: 12.072 5.307 1.787  0.01
H: 14.461 5.642 2.389  0.40
C: -11.659 -9.754 -0.152  -0.13
Br: -11.809 -8.725 -1.789  -0.01
Br: -13.267 -9.631 0.926  -0.01
Br: -11.165 -11.597 -0.503  -0.01
H: -10.851 -9.312 0.429  0.15
C: -7.196 5.902 -6.542  -0.38
Br: -8.321 4.651 -7.508  -0.04
Br: -7.005 5.406 -4.677  0.12
Br: -5.474 6.137 -7.405  -0.02
H: -7.699 6.867 -6.567  0.31
C: 14.553 -3.587 0.817  -0.36
Br: 15.479 -2.309 -0.311  0.00
Br: 14.514 -3.017 2.671  0.00
Br: 12.777 -3.983 0.147  -0.01
H: 15.122 -4.515 0.781  0.35
C: -5.713 -7.690 -1.178  0.01
Br: -5.573 -8.323 -3.006  -0.01
Br: -6.166 -9.124 0.048  0.00
Br: -4.117 -6.740 -0.618  0.05
H: -6.535 -6.976 -1.150  -0.06